Record 1
Molecular formula: C23H37FN2O7P
Method: DFT, ωB97M-V/def2-TZVPD

Geometry as XYZ:
```
71
C23H37FN2O7P | the OMol25 dataset | ωB97M-V/def2-TZVPD
C 2.6625 2.6251 -2.7515
C 1.2750 2.6012 -2.0761
C 0.2304 1.6250 -2.6519
C -0.1365 0.3454 -1.9054
F -1.0279 -0.2761 -2.7650
C -0.8606 0.5284 -0.5536
C -1.5328 1.8909 -0.3579
C -1.9334 2.1435 1.1105
C -3.2245 2.9710 1.2850
C -4.0922 2.3453 2.3621
O -3.6665 2.1089 3.4540
O -5.3912 2.1208 2.0056
C -1.8579 -0.6072 -0.2353
C -3.2633 -0.4933 -0.7993
O -4.1017 0.3082 0.0521
C -5.0793 0.9750 -0.6271
O -6.2237 0.9356 -0.3113
C 0.3377 0.4538 0.4417
C 1.5317 -0.2285 -0.2715
C 2.1284 -1.3455 0.5790
C 3.0301 -0.7091 1.6685
C 2.8935 -1.3971 3.0063
C 2.6886 -0.6486 4.1587
C 2.5437 -1.2653 5.3941
C 2.6062 -2.6469 5.4880
C 2.8314 -3.4020 4.3462
C 2.9730 -2.7843 3.1144
N 1.0432 -0.6140 -1.6711
N 2.1317 -0.4692 -2.5927
C 0.7145 -2.0951 -1.6881
P -0.0493 -2.8510 -3.1851
O -1.4798 -3.1047 -2.9609
O 0.3159 -1.9420 -4.4279
O 0.8306 -4.1516 -3.3788
H 2.9276 3.6401 -3.0303
H 2.6459 2.0514 -3.6796
H 3.4462 2.2146 -2.1161
H 1.3695 2.5047 -0.9954
H 0.8560 3.5967 -2.2244
H 0.5425 1.3224 -3.6544
H -0.7205 2.1343 -2.7830
H -0.8642 2.6988 -0.6507
H -2.4183 2.0021 -0.9896
H -1.1297 2.7248 1.5634
H -1.9873 1.2238 1.6870
H -3.7894 3.0739 0.3626
H -2.9551 3.9517 1.6769
H -5.5476 1.1801 1.8473
H -1.5060 -1.5630 -0.6033
H -1.9387 -0.7166 0.8463
H -3.6957 -1.4936 -0.8455
H -3.2816 -0.1091 -1.8217
H -4.7157 1.5921 -1.4642
H 0.6459 1.4641 0.7030
H 0.1085 -0.0408 1.3823
H 2.3066 0.5351 -0.3301
H 2.7460 -2.0324 0.0020
H 1.3547 -1.9194 1.0879
H 4.0712 -0.7829 1.3483
H 2.7936 0.3468 1.8064
H 2.6428 0.4314 4.0928
H 2.3825 -0.6583 6.2739
H 2.4837 -3.1354 6.4448
H 2.9000 -4.4788 4.4214
H 3.1574 -3.3923 2.2363
H 2.8695 0.0824 -2.1858
H 1.8223 -0.1532 -3.4975
H 1.6881 -2.5597 -1.5750
H 0.1072 -2.4002 -0.8473
H -0.4433 -1.3785 -4.6328
H 0.2780 -4.9035 -3.1120
```

Values from the calculation:
Lowest unoccupied orbital energy, eV: -2.4
Orbital gap, hartree: 0.3414
SMILES: CCC[C@]1(F)[C@@](CCCC(=O)O)(CCOC=O)C[C@@H](CCc2ccccc2)[N@@+]1(N)CP(=O)(O)O
Net charge: +1
HOMO energy, eV: -11.69



Record 2
Molecular formula: C2H5Cl3Si
Method: DFT, ωB97M-V/def2-TZVPD

Geometry as XYZ:
```
11
C2H5Cl3Si | the OMol25 dataset | ωB97M-V/def2-TZVPD
C 1.2166 -0.7489 -1.0096
C 0.0449 0.1630 -1.0494
Si -0.9993 0.5153 1.5181
Cl -2.2542 2.0730 1.1205
Cl -2.1140 -1.1569 1.7493
Cl 0.2519 1.0261 3.0388
H 1.7314 -0.5576 0.0137
H 1.0251 -1.8185 -0.9460
H 1.7642 -0.6196 -1.8898
H -0.7753 -0.1018 -1.6932
H 0.1087 1.2260 -0.8523
```

Values from the calculation:
Lowest unoccupied orbital energy, eV: -0.4
Orbital gap, hartree: 0.2879
Net charge: 0
Energy above the lowest of the compared OMol25 structures with the same formula, charge and spin, eV: 3.180
HOMO energy, eV: -8.23



Record 3
Molecular formula: C2H4NPS
Method: DFT, ωB97M-V/def2-TZVPD

Geometry as XYZ:
```
9
C2H4NPS | the OMol25 dataset | ωB97M-V/def2-TZVPD
C 1.7226 1.6495 -0.1398
C -2.5229 -1.3848 0.2947
N 2.3105 0.4845 -0.2472
P 2.7296 -0.9917 -0.4849
S -1.8188 -0.4220 -0.7314
H 2.3439 2.5838 0.0650
H 0.6444 1.6757 -0.1980
H -3.5651 -1.6514 0.4131
H -1.8443 -1.9436 1.0285
```

Values from the calculation:
Lowest unoccupied orbital energy, eV: -0.4
Orbital gap, hartree: 0.2488
Net charge: 0
Energy above the lowest of the compared OMol25 structures with the same formula, charge and spin, eV: 3.149
HOMO energy, eV: -7.20



Record 4
Molecular formula: C28H58FN2O24
Method: DFT, ωB97M-V/def2-TZVPD

Geometry as XYZ:
```
113
C28H58FN2O24 | the OMol25 dataset | ωB97M-V/def2-TZVPD
F 1.7382 8.8653 -4.4814
C 2.5042 8.3514 -5.4776
C 3.9768 8.2931 -5.1297
N 4.3132 7.3808 -4.0677
C 3.7095 6.0693 -4.1623
C 2.2175 6.1423 -4.4102
N 2.0332 6.9308 -5.6758
H 2.3220 8.8938 -6.3984
H 4.5003 7.9996 -6.0401
H 4.3010 9.2942 -4.8849
H 4.2086 7.7899 -3.1530
H 3.8675 5.5280 -3.2417
H 4.1840 5.5208 -4.9739
H 1.7424 6.6828 -3.6054
H 1.7438 5.1766 -4.5109
H 2.6552 6.5226 -6.3756
H 1.0873 6.8783 -6.0523
C 1.3328 0.9053 -3.3178
O 2.6174 0.3095 -3.1081
C 3.6455 1.1508 -3.1126
O 3.5908 2.3427 -3.2975
O 4.7367 0.4418 -2.8710
C 5.9635 1.1814 -2.8517
H 0.6199 0.0879 -3.2833
H 1.1088 1.6194 -2.5281
H 1.2928 1.3916 -4.2906
H 5.9380 1.9442 -2.0772
H 6.1502 1.6370 -3.8221
H 6.7393 0.4568 -2.6294
C 2.0549 -1.8693 -0.7863
O 0.6324 -1.8002 -0.6107
C 0.1017 -2.8297 0.0443
O 0.7047 -3.7797 0.4899
O -1.2121 -2.6248 0.1709
C -1.8962 -3.6539 0.9039
H 2.3332 -0.9760 -1.3283
H 2.5604 -1.8889 0.1777
H 2.3340 -2.7454 -1.3684
H -1.5082 -3.7193 1.9176
H -1.7960 -4.6111 0.3978
H -2.9396 -3.3547 0.9288
C 6.0554 -5.5440 -4.1479
O 5.9755 -4.5418 -5.1696
C 5.2291 -3.4941 -4.8484
O 4.6432 -3.3289 -3.8108
O 5.2339 -2.6411 -5.8769
C 4.4671 -1.4634 -5.6307
H 6.6915 -6.3254 -4.5497
H 6.4960 -5.1335 -3.2424
H 5.0686 -5.9443 -3.9280
H 4.8728 -0.9157 -4.7844
H 3.4261 -1.7166 -5.4380
H 4.5332 -0.8571 -6.5306
C -8.2755 -0.6270 0.3129
O -6.9745 -1.2002 0.4872
C -5.9786 -0.3257 0.4463
O -6.0901 0.8544 0.2786
O -4.8370 -0.9911 0.6261
C -3.6293 -0.1954 0.6195
H -8.9854 -1.4457 0.3745
H -8.4869 0.0900 1.1031
H -8.3539 -0.1440 -0.6586
H -3.6449 0.5441 1.4181
H -3.5013 0.2995 -0.3414
H -2.8155 -0.8914 0.7809
C 1.0273 -3.0888 3.8735
O 1.0333 -1.7842 4.4925
C -0.0685 -1.0547 4.4708
O -1.1287 -1.3494 3.9789
O 0.2627 0.1029 5.0582
C -0.7215 1.1335 5.1174
H 2.0375 -3.4731 3.9764
H 0.3287 -3.7580 4.3712
H 0.7726 -3.0041 2.8203
H -1.5861 0.8115 5.6931
H -1.0329 1.4203 4.1164
H -0.2478 1.9798 5.6035
C -1.2372 5.7759 6.0051
O -2.2477 6.2428 5.1088
C -2.5460 5.3978 4.1250
O -2.0387 4.3241 3.9401
O -3.4882 5.9345 3.3870
C -3.9105 5.1040 2.3112
H -1.1061 6.5629 6.7405
H -1.5554 4.8596 6.4978
H -0.3027 5.6045 5.4747
H -4.3150 4.1836 2.6862
H -3.0857 4.8937 1.6380
H -4.6819 5.6608 1.7889
C 7.9031 -4.8544 3.0429
O 6.9611 -4.8727 1.9667
C 5.6876 -4.8253 2.3567
O 5.3052 -4.7612 3.4955
O 4.9166 -4.8578 1.2750
C 3.5123 -4.8287 1.5591
H 8.8838 -4.8979 2.5802
H 7.8060 -3.9391 3.6227
H 7.7613 -5.7157 3.6917
H 3.2593 -3.9070 2.0770
H 3.2228 -5.6846 2.1654
H 2.9920 -4.8624 0.6107
C -12.4687 -5.2377 2.7200
O -11.2641 -5.2632 3.4909
C -10.4729 -4.2110 3.3095
O -10.6905 -3.2832 2.5742
O -9.3993 -4.3592 4.0801
C -8.4582 -3.2888 3.9838
H -13.0014 -6.1484 2.9729
H -13.0718 -4.3707 2.9800
H -12.2426 -5.2233 1.6561
H -8.9130 -2.3498 4.2927
H -8.0772 -3.2004 2.9680
H -7.6423 -3.5340 4.6560
```

Values from the calculation:
Lowest unoccupied orbital energy, eV: -3.3
Orbital gap, hartree: 0.3109
Net charge: +1
HOMO energy, eV: -11.78



Record 5
Molecular formula: C20H20N2O5
Method: DFT, ωB97M-V/def2-TZVPD

Geometry as XYZ:
```
47
C20H20N2O5 | the OMol25 dataset | ωB97M-V/def2-TZVPD
C 1.0608 5.2683 2.1782
C 1.7731 4.4352 1.1235
H 1.5391 4.8049 0.1198
H 2.8538 4.4341 1.2786
O 1.3856 3.0602 1.2087
C 0.2515 2.7147 0.6156
O -0.4378 3.4448 -0.0452
C -0.0665 1.2486 0.8651
C -1.1236 1.1612 1.9589
O -1.2262 1.9482 2.8679
N -1.9243 0.0595 1.8700
C -1.8614 -0.8717 0.8323
N -1.2143 -0.6683 -0.2346
C -0.5350 0.5753 -0.4447
C 0.6592 0.3772 -1.3487
C 1.0357 1.3554 -2.2525
C 2.1666 1.1869 -3.0335
C 2.9260 0.0350 -2.9248
C 2.5417 -0.9642 -2.0147
C 1.4197 -0.7817 -1.2294
H 1.1022 -1.5346 -0.5256
O 3.3629 -2.0712 -1.9947
C 3.0169 -3.1328 -1.1423
H 2.0284 -3.5343 -1.3857
H 3.7707 -3.9015 -1.3068
H 3.0364 -2.8259 -0.0917
O 4.0330 -0.1280 -3.6955
H 4.4159 -0.9905 -3.4848
H 2.4741 1.9399 -3.7408
H 0.4478 2.2551 -2.3476
H -1.2407 1.2607 -0.9385
C -2.5837 -2.1409 1.0058
C -2.2039 -3.2260 0.2151
C -2.8441 -4.4430 0.3366
C -3.8786 -4.5959 1.2466
C -4.2738 -3.5209 2.0240
C -3.6333 -2.2999 1.9077
H -3.9849 -1.4737 2.5093
H -5.0887 -3.6309 2.7241
H -4.3797 -5.5471 1.3450
H -2.5385 -5.2763 -0.2784
H -1.4042 -3.0831 -0.4937
H -2.5652 -0.0878 2.6384
H 0.8350 0.7578 1.2500
H 1.4085 6.2962 2.1296
H 1.2596 4.8676 3.1690
H -0.0119 5.2466 2.0035
```

Values from the calculation:
Lowest unoccupied orbital energy, eV: 0.3
Orbital gap, hartree: 0.3105
SMILES: CCOC(=O)[C@H]1C(=O)NC(c2ccccc2)=N[C@@H]1c1ccc(O)c(OC)c1
Net charge: 0
Energy above the lowest of the compared OMol25 structures with the same formula, charge and spin, eV: 0.800
HOMO energy, eV: -8.14



- What is the net charge in the first record?
  +1



- Which value of HOMO energy does entry 5 give?
  -8.14 eV



- Among the records above, which one has the highest HOMO energy?
  C2H4NPS